Model w:
DFT (ωB97M-V/def2-TZVPD) results for a molecular structure, C25H36N7NaO4Si2.

Last column: Löwdin charge in e.
CARTESIAN COORDINATES (ANGSTROEM)
1 Na 1.46304 0.52791 -1.03984  0.304
2 O 2.40852 1.89999 3.51931  -0.068
3 C 2.20802 1.53998 2.33713  -0.662
4 O 1.49369 2.05052 1.44604  -0.051
5 C 2.88409 0.19931 1.95122  -0.167
6 C 3.66249 -0.52423 2.84748  -0.019
7 C 4.30883 -1.66747 2.39784  -0.075
8 C 4.17366 -2.06015 1.06943  -0.027
9 C 3.38796 -1.27798 0.23964  -0.181
10 N 2.75359 -0.19114 0.68840  0.145
11 C 3.16771 -1.60902 -1.24061  -0.633
12 O 3.15572 -2.82823 -1.55150  -0.059
13 O 2.98843 -0.63383 -2.01397  -0.063
14 H 3.74544 -0.15917 3.86171  0.103
15 H 4.92472 -2.24894 3.07549  0.089
16 H 4.63658 -2.95416 0.67571  0.102
17 N -0.40325 4.21401 -3.11770  0.092
18 C -1.49275 3.56209 -3.65359  -0.104
19 C -1.20178 2.23786 -3.55280  -0.132
20 N 0.02100 2.06188 -2.95325  0.150
21 C 0.46902 3.25823 -2.69173  -0.272
22 C 1.73457 3.55513 -2.01954  -0.264
23 N 2.47902 2.66553 -1.43188  0.134
24 C 3.53198 3.34056 -0.87872  -0.100
25 C 3.42774 4.67001 -1.15522  -0.093
26 N 2.27067 4.79941 -1.89200  0.089
27 H -0.40147 5.17725 -2.83717  0.140
28 H -2.34031 4.09543 -4.04889  0.098
29 H -1.79705 1.39137 -3.85997  0.094
30 H 4.27740 2.82512 -0.29260  0.115
31 H 4.03321 5.51914 -0.89041  0.098
32 H 1.89694 5.66083 -2.24106  0.136
33 C 0.60043 -4.81499 -3.84921  -0.035
34 C -0.11387 -3.66761 -3.20864  -0.324
35 C -1.45201 -3.33897 -3.11399  -0.020
36 C -1.48559 -2.12934 -2.37848  -0.360
37 N -0.25600 -1.75039 -2.05699  0.111
38 N 0.55614 -2.68872 -2.58298  0.048
39 C -2.67514 -1.31290 -1.98017  -0.043
40 H 0.03666 -5.73983 -3.71996  0.067
41 H 1.58662 -4.94230 -3.39900  0.075
42 H 0.73911 -4.65093 -4.92070  0.067
43 H -2.29280 -3.90053 -3.49476  0.088
44 H 1.56120 -2.68666 -2.36437  0.096
45 H -3.58356 -1.91710 -2.02906  0.065
46 H -2.80185 -0.45418 -2.64949  0.050
47 H -2.54223 -0.93627 -0.95645  0.038
48 C -2.01376 2.18482 3.28269  -0.202
49 Si -2.43116 1.28669 1.66063  0.314
50 C -4.33333 1.12821 1.74695  -0.216
51 C -2.03361 2.54953 0.29905  -0.196
52 C -1.63425 -0.25310 1.27724  -0.366
53 Si -1.38416 -1.64945 2.35581  0.323
54 C -0.15082 -2.87300 1.61478  -0.185
55 C -3.01525 -2.58109 2.69059  -0.216
56 C -0.73899 -1.31012 4.12054  -0.206
57 H -2.46936 3.18232 3.35430  0.005
58 H -0.92366 2.29076 3.35654  0.020
59 H -2.34781 1.59519 4.14752  0.007
60 H -4.83311 2.04735 2.08754  0.003
61 H -4.59172 0.32286 2.44799  -0.003
62 H -4.74101 0.84975 0.76665  0.006
63 H -2.56357 3.50525 0.41222  0.009
64 H -2.26731 2.13343 -0.68960  0.005
65 H -0.95085 2.74332 0.33901  0.012
66 H -0.77795 -0.05230 0.61984  -0.033
67 H -0.32319 -2.97861 0.53742  0.008
68 H -0.19320 -3.86898 2.07508  0.013
69 H 0.86899 -2.48649 1.74654  0.014
70 H -3.40160 -3.03150 1.76787  0.009
71 H -3.76406 -1.85901 3.04429  -0.002
72 H -2.91989 -3.36888 3.45292  0.005
73 H 0.04614 -0.54424 4.07604  0.017
74 H -0.31635 -2.20541 4.60021  0.006
75 H -1.53969 -0.92384 4.76661  0.006

For the orbital gap, the calculation gives 3.5448 eV. The calculation puts the LUMO energy at 0.1238 Eh. The molar mass comes out at 577.8 Da. The value obtained for the HOMO energy is -0.18 eV. Its net charge is -2.

Model x:
DFT (ωB97M-V/def2-TZVPD) results for a molecular structure, C25H36N7NaO4Si2.

Last column: Löwdin charge in e.
CARTESIAN COORDINATES (ANGSTROEM)
1 Na 0.60499 0.16332 -1.20075  0.348
2 O -2.09602 -2.44629 -3.79104  -0.057
3 C -1.28946 -1.81252 -3.08416  -0.662
4 O -1.49241 -0.84113 -2.31841  -0.056
5 C 0.18294 -2.28526 -3.17751  -0.169
6 C 0.56573 -3.50187 -3.73314  -0.023
7 C 1.91623 -3.82150 -3.75219  -0.081
8 C 2.85060 -2.92216 -3.25471  -0.023
9 C 2.38407 -1.72035 -2.73587  -0.173
10 N 1.08766 -1.44524 -2.69660  0.124
11 C 3.33610 -0.64650 -2.16266  -0.641
12 O 4.54617 -0.81949 -2.37937  -0.039
13 O 2.77974 0.29786 -1.54319  -0.095
14 H -0.20062 -4.15763 -4.12245  0.101
15 H 2.24223 -4.77426 -4.15848  0.089
16 H 3.91435 -3.11338 -3.25682  0.101
17 N -0.75420 3.50896 1.76326  0.103
18 C -0.05667 3.02574 2.84750  -0.099
19 C 0.76518 2.06373 2.35320  -0.120
20 N 0.59841 1.94471 0.99649  0.143
21 C -0.33080 2.81209 0.67237  -0.273
22 C -0.87991 2.93781 -0.66806  -0.269
23 N -0.42725 2.25911 -1.69231  0.121
24 C -1.26743 2.53233 -2.73587  -0.110
25 C -2.23545 3.40287 -2.34070  -0.090
26 N -1.97626 3.66879 -1.01129  0.100
27 H -1.53630 4.13590 1.81111  0.142
28 H -0.23947 3.37633 3.84645  0.102
29 H 1.43647 1.41592 2.89003  0.099
30 H -1.15240 2.03716 -3.68421  0.111
31 H -3.08552 3.82210 -2.84799  0.099
32 H -2.58938 4.16127 -0.38803  0.140
33 C 4.71154 1.64520 2.20991  -0.030
34 C 4.07092 0.30372 2.10132  -0.323
35 C 4.39929 -0.92835 2.62659  -0.009
36 C 3.44418 -1.81913 2.08841  -0.362
37 N 2.60006 -1.17894 1.29460  0.121
38 N 2.98249 0.10290 1.34212  0.016
39 C 3.31400 -3.28774 2.32442  -0.046
40 H 5.53130 1.61277 2.92702  0.069
41 H 3.99793 2.40428 2.53989  0.065
42 H 5.11062 1.95871 1.24327  0.082
43 H 5.21664 -1.15537 3.29156  0.091
44 H 2.54901 0.76665 0.71311  0.104
45 H 4.24105 -3.69312 2.73329  0.065
46 H 3.08741 -3.80331 1.39135  0.077
47 H 2.50481 -3.50128 3.02506  0.055
48 C -3.09546 1.51039 4.45437  -0.215
49 Si -3.23551 0.20519 3.04228  0.331
50 C -4.81957 -0.71559 3.59034  -0.218
51 C -3.75216 1.26286 1.53681  -0.192
52 C -1.82616 -0.81881 2.69393  -0.360
53 Si -1.18160 -2.28417 3.49607  0.328
54 C -0.43117 -3.49624 2.24810  -0.201
55 C -2.47405 -3.26776 4.50360  -0.216
56 C 0.21123 -2.01317 4.78728  -0.218
57 H -4.03151 2.05287 4.62851  0.003
58 H -2.30751 2.23156 4.22414  -0.027
59 H -2.81055 1.01258 5.38654  0.009
60 H -5.65921 -0.02269 3.71735  0.004
61 H -4.66356 -1.22951 4.54255  -0.001
62 H -5.09800 -1.47096 2.85228  0.016
63 H -4.76637 1.65895 1.64851  0.009
64 H -3.69982 0.67781 0.61691  0.028
65 H -3.06724 2.11063 1.42872  -0.022
66 H -1.29120 -0.60315 1.76311  -0.040
67 H -1.18603 -3.79562 1.51788  0.021
68 H -0.02368 -4.39630 2.72069  0.012
69 H 0.37397 -3.00495 1.69542  0.002
70 H -3.31706 -3.56505 3.87606  0.013
71 H -2.87016 -2.66858 5.32927  0.004
72 H -2.02391 -4.16857 4.93324  0.007
73 H 1.02534 -1.43736 4.33624  0.000
74 H 0.62522 -2.94912 5.17965  0.004
75 H -0.17453 -1.43022 5.62992  0.003

For the orbital gap, the calculation gives 4.3162 eV. The calculation puts the LUMO energy at 0.1301 Eh. The molar mass comes out at 577.8 Da. The value obtained for the HOMO energy is -0.78 eV. Its net charge is -2.

Most stable of them? model x.